The following is a quantum chemistry calculation of C5H7N3 in the gas phase, from the OMol25 dataset.

The geometry in ORCA input format:
```
! wB97M-V def2-TZVPD RIJCOSX def2/J DEFGRID3
* xyz 0 1
C -0.28 -0.30 1.95
C -1.17 -1.30 0.99
C 0.93 -0.13 -0.48
C 1.37 0.79 -1.49
C 0.29 1.43 -2.00
H -0.99 -0.27 2.82
H 0.64 -0.78 2.53
H -0.19 0.89 1.43
H -1.76 -2.33 1.18
H 1.20 -1.06 0.07
H 2.25 0.56 -1.88
H 0.41 2.02 -2.91
N -1.43 -0.77 -0.18
N -0.42 0.27 -0.52
N -0.83 0.98 -1.50
*
```

## Properties
SMILES = C/C=N\n1cccn1
Maximum force = 0.1214 Eh/bohr
E = -358.78938 Ha
Orbital gap = 9.734 eV